Record 1
The following is a DFT calculation (wB97M-V/def2-TZVPD) of 9 unconnected molecules or ions with the total composition C65H68F8N4O4P at a distorted geometry.

Geometry (Å):
C1 2.4972 4.7559 1.2143
C2 1.6117 3.7796 1.3462
C3 0.3250 3.8379 0.6391
N1 -0.4724 4.8725 0.9617
C4 -1.6648 5.1080 0.3700
N2 -2.3223 6.2691 0.7954
C5 -1.8594 7.3794 0.5664
O1 -1.4714 8.4556 0.4210
C6 -2.1615 4.2592 -0.5818
C7 -3.4584 4.4768 -1.3311
C8 -4.6262 5.0396 -0.5313
C9 -3.2023 5.2963 -2.6237
C10 -3.0455 4.4463 -3.8938
C11 -1.3536 3.1389 -0.8934
O2 -1.8073 2.2510 -1.7931
C12 -2.8218 1.3407 -1.2847
C13 -2.3452 0.2150 -0.4040
N3 -1.4897 -0.7372 -1.0821
C14 -1.4954 -2.0644 -0.4493
C15 -0.1586 -2.7782 -0.5724
C16 0.5668 -2.5434 -1.8910
O3 0.7153 -2.3890 0.4862
C17 -0.0936 2.9452 -0.3250
P1 0.9745 1.5594 -0.9250
N4 2.3585 2.4237 -1.3988
O4 1.3722 0.9379 0.5457
H1 2.4041 5.5160 0.4521
H2 3.3756 4.8061 1.8361
H3 1.8484 2.9023 1.9302
H4 -0.1454 5.5147 1.6716
H5 -3.7751 3.4962 -1.6535
H6 -4.4688 6.0856 -0.2902
H7 -5.4871 5.0225 -1.1878
H8 -4.8196 4.4906 0.3848
H9 -2.2637 5.8287 -2.4767
H10 -3.9919 6.0299 -2.7439
H11 -3.4127 3.4353 -3.7522
H12 -3.5688 4.9006 -4.7270
H13 -1.9984 4.3611 -4.1670
H14 -3.3057 0.9209 -2.1618
H15 -3.5724 1.8939 -0.7243
H16 -1.8648 0.5791 0.5064
H17 -3.2735 -0.2706 -0.0674
H18 -1.8505 -0.8623 -2.0199
H19 -2.2988 -2.6727 -0.8617
H20 -1.7034 -1.9631 0.6163
H21 -0.3367 -3.8532 -0.4774
H22 1.1204 -3.4347 -2.1680
H23 -0.1124 -2.2936 -2.6984
H24 1.2742 -1.7336 -1.7528
H25 0.1768 -2.1617 1.2478
H26 3.0497 2.5587 -0.6720
H27 2.7735 1.9469 -2.1858
H28 2.0719 0.2903 0.3832
F1 3.3701 -0.1468 7.1944
C18 2.7000 0.0656 6.0476
C19 2.9318 -0.7730 4.9749
C20 2.2352 -0.5526 3.7964
C21 1.3285 0.4969 3.7018
C22 1.1184 1.3268 4.7956
C23 1.8039 1.1139 5.9835
H29 3.6439 -1.5824 5.0684
H30 2.4033 -1.2049 2.9486
H31 0.7931 0.6637 2.7791
H32 0.4152 2.1472 4.7281
H33 1.6506 1.7432 6.8495
F2 -6.7206 3.0540 -1.6856
C24 -7.5183 2.5435 -0.7167
C25 -7.1255 1.3845 -0.0803
C26 -7.9414 0.8657 0.9149
C27 -9.1270 1.5041 1.2495
C28 -9.4981 2.6678 0.5900
C29 -8.6884 3.2009 -0.4026
H34 -6.2000 0.8997 -0.3637
H35 -7.6496 -0.0405 1.4280
H36 -9.7617 1.0943 2.0227
H37 -10.4237 3.1641 0.8464
H38 -8.9557 4.1084 -0.9266
F3 -4.6224 -3.0692 -1.3269
C30 -4.8059 -2.5109 -2.5441
C31 -4.3604 -3.1704 -3.6700
C32 -4.5506 -2.5646 -4.9054
C33 -5.1661 -1.3226 -4.9947
C34 -5.5997 -0.6802 -3.8432
C35 -5.4243 -1.2782 -2.6041
H39 -3.8779 -4.1341 -3.5767
H40 -4.2157 -3.0678 -5.8021
H41 -5.3104 -0.8550 -5.9587
H42 -6.0783 0.2870 -3.9110
H43 -5.7637 -0.8024 -1.6927
F4 4.3979 2.3041 0.9817
C36 5.4682 1.4989 1.2479
C37 6.5367 1.4916 0.3788
C38 7.6095 0.6609 0.6700
C39 7.5897 -0.1388 1.8047
C40 6.4957 -0.1073 2.6590
C41 5.4199 0.7243 2.3833
H44 6.5281 2.1197 -0.5022
H45 8.4653 0.6396 0.0094
H46 8.4304 -0.7838 2.0222
H47 6.4773 -0.7295 3.5436
H48 4.5567 0.7763 3.0346
F5 -0.3865 -3.4988 2.8879
C42 0.3128 -4.5685 3.3492
C43 0.9440 -5.3878 2.4380
C44 1.6707 -6.4694 2.9139
C45 1.7446 -6.7178 4.2786
C46 1.0911 -5.8777 5.1693
C47 0.3708 -4.7841 4.7081
H49 0.8687 -5.1734 1.3801
H50 2.1792 -7.1187 2.2180
H51 2.3096 -7.5624 4.6453
H52 1.1419 -6.0711 6.2322
H53 -0.1366 -4.1101 5.3851
F6 -6.9256 1.4627 -5.9179
C48 -8.1416 2.0362 -5.7549
C49 -9.2691 1.2875 -6.0193
C50 -10.5111 1.8800 -5.8442
C51 -10.6058 3.1978 -5.4187
C52 -9.4535 3.9276 -5.1627
C53 -8.2047 3.3457 -5.3270
H54 -9.1706 0.2643 -6.3555
H55 -11.4074 1.3086 -6.0421
H56 -11.5768 3.6551 -5.2880
H57 -9.5246 4.9560 -4.8356
H58 -7.2929 3.8930 -5.1292
F7 4.4286 -7.5809 3.1428
C54 5.1977 -7.7891 2.0501
C55 6.2350 -8.6947 2.1320
C56 7.0185 -8.9077 1.0076
C57 6.7622 -8.2149 -0.1676
C58 5.7153 -7.3060 -0.2205
C59 4.9187 -7.0879 0.8946
H59 6.4194 -9.2193 3.0595
H60 7.8321 -9.6186 1.0510
H61 7.3782 -8.3833 -1.0401
H62 5.5162 -6.7611 -1.1332
H63 4.0970 -6.3848 0.8740
F8 10.9131 1.6814 -0.0079
C60 11.5059 0.6462 0.6275
C61 12.1851 -0.2939 -0.1197
C62 12.7898 -1.3540 0.5399
C63 12.7020 -1.4630 1.9207
C64 12.0088 -0.5052 2.6476
C65 11.4051 0.5640 2.0014
H64 12.2361 -0.1921 -1.1953
H65 13.3322 -2.0966 -0.0290
H66 13.1741 -2.2923 2.4290
H67 11.9367 -0.5879 3.7236
H68 10.8650 1.3256 2.5477

The value obtained for the LUMO energy is -0.22410 Ha. For the max |F|, the calculation gives 1.42 eV/A. The orbital gap is 4.49 eV. Its charge is +1.

***

Record 2
The following is a DFT calculation (wB97M-V/def2-TZVPD) of 8 unconnected molecules or ions with the total composition C65H71BrI2N7O17P at a distorted geometry.

Geometry (Å):
C1 4.1232 -3.7330 1.1566
C2 4.2755 -3.2286 -0.2738
C3 3.1235 -2.3357 -0.7605
C4 2.4024 -2.8449 -2.0186
C5 0.9319 -3.1887 -1.8245
C6 0.7151 -4.2352 -0.7547
C7 -0.7181 -4.3508 -0.2427
C8 -1.3726 -3.0545 0.2500
C9 -0.4804 -2.1026 1.0444
C10 -0.8926 -1.9323 2.4920
C11 0.0398 -0.9727 3.2398
C12 -0.5133 0.4704 3.2902
C13 0.3932 1.5353 2.6796
C14 1.0173 2.5114 3.6875
C15 2.0412 3.3136 2.9761
C16 3.3431 3.0057 2.8152
P1 4.0323 1.4871 3.5776
O1 4.5976 2.2207 4.9171
Br1 5.8872 1.1818 2.3707
C17 4.1961 3.9257 2.0095
O2 5.3702 4.1502 2.2583
C18 3.4794 4.5818 0.8846
I1 4.5061 4.9408 -0.8700
C19 2.1890 4.9293 1.0495
C20 1.3127 5.6488 0.0903
C21 1.3747 7.2034 0.0398
C22 0.0079 7.8435 0.2961
I2 2.8239 8.0800 1.3771
C23 1.5524 4.5650 2.3358
O3 0.6205 5.2278 2.8148
H1 3.0795 -3.8918 1.4025
H2 4.6698 -4.6602 1.2831
H3 4.5279 -3.0366 1.8825
H4 4.3302 -4.1017 -0.9144
H5 5.2236 -2.7169 -0.3870
H6 2.4128 -2.2007 0.0443
H7 3.5284 -1.3559 -0.9847
H8 2.4813 -2.0888 -2.7923
H9 2.9052 -3.7221 -2.4129
H10 0.3581 -2.2847 -1.6512
H11 0.5921 -3.6164 -2.7617
H12 1.3733 -4.0712 0.0907
H13 1.0048 -5.2036 -1.1512
H14 -1.3329 -4.7216 -1.0613
H15 -0.7433 -5.1285 0.5159
H16 -1.8196 -2.5420 -0.5918
H17 -2.2017 -3.3476 0.8877
H18 0.5591 -2.4005 1.0427
H19 -0.5407 -1.1189 0.5814
H20 -0.9162 -2.9027 2.9803
H21 -1.9060 -1.5443 2.5409
H22 0.1449 -1.3294 4.2588
H23 1.0120 -0.9871 2.7625
H24 -0.7951 0.7240 4.3055
H25 -1.4050 0.4721 2.6739
H26 1.2093 1.0689 2.1407
H27 -0.1486 2.1404 1.9657
H28 0.2330 3.1754 4.0281
H29 1.4317 1.9939 4.5434
H30 5.4355 1.8411 5.1984
H31 0.2888 5.3962 0.3294
H32 1.5061 5.2662 -0.9036
H33 1.7285 7.4709 -0.9413
H34 -0.3641 8.2838 -0.6216
H35 0.0753 8.6476 1.0116
H36 -0.6943 7.1206 0.6851
O4 3.3180 -6.5439 -0.7665
N1 3.7668 -7.6684 -0.7228
O5 4.1614 -8.2968 -1.6796
C24 3.8347 -8.3131 0.5994
C25 3.3630 -7.6215 1.6983
C26 3.4165 -8.2345 2.9393
C27 3.9374 -9.5159 3.0619
C28 4.4110 -10.1887 1.9432
C29 4.3611 -9.5862 0.6970
H37 2.9639 -6.6245 1.5872
H38 3.0506 -7.7105 3.8109
H39 3.9745 -9.9919 4.0323
H40 4.8191 -11.1847 2.0403
H41 4.7245 -10.0967 -0.1815
O6 1.1540 2.5396 -1.2711
N2 -0.0560 2.5949 -1.2532
O7 -0.7274 2.6118 -0.2400
C30 -0.7573 2.6527 -2.5416
C31 -0.0129 2.6010 -3.7043
C32 -0.6784 2.6381 -4.9177
C33 -2.0637 2.7267 -4.9497
C34 -2.7901 2.7822 -3.7674
C35 -2.1358 2.7437 -2.5481
H42 1.0631 2.5284 -3.6640
H43 -0.1148 2.5935 -5.8385
H44 -2.5795 2.7500 -5.8999
H45 -3.8682 2.8514 -3.7945
H46 -2.6874 2.7811 -1.6216
O8 4.8463 7.3671 -7.4748
N3 5.8987 7.9280 -7.2589
O9 6.6142 8.4061 -8.1111
C36 6.3387 8.0366 -5.8575
C37 5.5568 7.4730 -4.8682
C38 5.9817 7.5659 -3.5535
C39 7.1698 8.2157 -3.2475
C40 7.9364 8.7797 -4.2585
C41 7.5221 8.6915 -5.5776
H47 4.6351 6.9712 -5.1194
H48 5.3848 7.1283 -2.7659
H49 7.4979 8.2813 -2.2191
H50 8.8600 9.2878 -4.0206
H51 8.1089 9.1238 -6.3733
O10 -1.7594 -0.2729 -4.8294
N4 -2.6784 -0.3962 -4.0517
O11 -2.9088 0.3736 -3.1384
C42 -3.5893 -1.5364 -4.2390
C43 -3.3293 -2.4423 -5.2509
C44 -4.1906 -3.5143 -5.4140
C45 -5.2944 -3.6580 -4.5806
C46 -5.5405 -2.7276 -3.5797
C47 -4.6786 -1.6601 -3.3991
H52 -2.4710 -2.3162 -5.8932
H53 -4.0001 -4.2422 -6.1903
H54 -5.9573 -4.4989 -4.7100
H55 -6.3959 -2.8402 -2.9283
H56 -4.8441 -0.9357 -2.6200
O12 -4.7848 7.6416 7.5502
N5 -3.7775 7.6100 6.8770
O13 -3.1331 8.5818 6.5513
C48 -3.3038 6.2915 6.4202
C49 -4.0399 5.1704 6.7518
C50 -3.6007 3.9344 6.3078
C51 -2.4419 3.8397 5.5477
C52 -1.7128 4.9791 5.2318
C53 -2.1457 6.2201 5.6704
H57 -4.9374 5.2610 7.3440
H58 -4.1642 3.0455 6.5560
H59 -2.1046 2.8710 5.1997
H60 -0.8136 4.9046 4.6378
H61 -1.5915 7.1144 5.4301
O14 -4.8129 -1.5543 -0.2910
N6 -5.7248 -1.4635 0.5037
O15 -6.7286 -2.1406 0.5026
C54 -5.6068 -0.3712 1.4809
C55 -4.4533 0.3803 1.4394
C56 -4.3164 1.4403 2.3122
C57 -5.3280 1.7462 3.2118
C58 -6.4781 0.9624 3.2477
C59 -6.6232 -0.1119 2.3800
H62 -3.6713 0.1434 0.7329
H63 -3.4125 2.0336 2.2758
H64 -5.2187 2.5822 3.8897
H65 -7.2663 1.1888 3.9517
H66 -7.5144 -0.7209 2.3930
O16 -5.7296 -6.6303 -3.7692
N7 -4.7421 -7.3295 -3.8546
O17 -4.3011 -7.7715 -4.8920
C60 -4.0202 -7.6392 -2.6110
C61 -4.5120 -7.1495 -1.4165
C62 -3.8323 -7.4498 -0.2480
C63 -2.6815 -8.2256 -0.2912
C64 -2.2026 -8.7010 -1.5049
C65 -2.8747 -8.4082 -2.6796
H67 -5.4049 -6.5439 -1.3980
H68 -4.2023 -7.0772 0.6965
H69 -2.1556 -8.4602 0.6243
H70 -1.3047 -9.3014 -1.5375
H71 -2.5143 -8.7703 -3.6300

The value obtained for the LUMO energy is -0.05358 Ha. As for the SMILES: CCCCCCCCCCCCCCC1=C(P(O)Br)C(=O)C(I)=C(C[C@@H](C)I)C1=O.O=[N+]([O-])c1ccccc1.O=[N+]([O-])c1ccccc1.O=[N+]([O-])c1ccccc1.O=[N+]([O-])c1ccccc1.O=[N+]([O-])c1ccccc1.O=[N+]([O-])c1ccccc1.O=[N+]([O-])c1ccccc1. For the max |F|, the calculation gives 2.08 eV/A. The orbital gap is 7.63 eV.